Density functional theory data (ωB97M-V/def2-TZVPD) for 10 unconnected molecules or ions with the total composition C96H210NO8P5.

Geometry as XYZ:
```
320
Properties=species:S:1:pos:R:3:forces:R:3
C 7.622782 7.425958 -6.668715 -0.495 0.306 0.358
C 7.885889 6.737138 -5.322976 -0.032 0.044 -0.607
C 7.232908 5.351422 -5.303815 0.440 -0.407 -0.390
C 7.559472 4.602711 -4.012123 0.048 -0.198 0.425
P 7.136004 2.828304 -3.980084 0.012 1.671 0.515
C 7.176540 2.239049 -2.276331 -1.635 0.663 0.213
C 8.482560 2.396764 -1.491049 0.422 -0.162 -0.944
C 8.753343 1.170555 -0.630111 1.513 0.817 0.645
C 10.182876 1.290969 0.128548 -1.685 -1.007 -0.400
C 5.535985 2.678337 -4.755206 -1.543 -1.202 -0.306
C 5.048259 1.233693 -5.096142 0.245 -0.428 -1.148
C 4.063976 1.172290 -6.294999 -0.115 0.267 0.352
C 2.736489 1.891475 -6.024676 0.285 0.150 -0.493
C 8.353126 1.865134 -4.857043 0.144 -0.949 -0.566
C 8.439063 1.982348 -6.411118 -1.139 -1.125 0.540
C 9.517301 2.848880 -6.913786 0.615 2.456 -0.182
C 9.318731 3.249141 -8.407368 0.544 -1.603 0.601
H 8.014307 8.446391 -6.673681 0.068 -0.132 -0.028
H 6.541029 7.510980 -6.819343 0.126 -0.063 -0.221
H 8.068717 6.878623 -7.508581 -0.108 0.045 0.221
H 7.436242 7.280998 -4.483182 0.276 0.243 -0.211
H 8.983972 6.740862 -5.217510 -0.362 -0.462 0.437
H 7.617936 4.736374 -6.134919 -0.159 0.348 -0.058
H 6.146613 5.469696 -5.460087 0.360 -0.099 0.270
H 7.040844 5.051515 -3.157585 -0.049 -0.078 0.008
H 8.643870 4.661913 -3.820191 -0.250 -0.028 0.014
H 6.725427 1.235170 -2.345778 0.591 -0.081 0.273
H 6.400695 2.840969 -1.759377 0.041 -0.107 -0.422
H 8.434437 3.294154 -0.863745 -0.080 -0.167 -0.147
H 9.286743 2.583362 -2.220977 0.155 -0.183 0.414
H 8.695852 0.253033 -1.236476 0.252 0.251 0.203
H 7.903944 1.147379 0.063769 0.411 -0.315 0.294
H 10.255324 0.417594 0.781580 0.143 0.072 -0.018
H 10.292578 2.162672 0.774594 -0.325 0.134 -0.242
H 11.034784 1.249946 -0.555289 -0.288 0.088 -0.138
H 5.598078 3.231410 -5.698773 0.220 -0.089 -0.017
H 4.726378 3.199226 -4.234884 0.460 0.476 0.539
H 4.549314 0.601775 -4.330961 0.603 0.869 0.300
H 5.920173 0.671606 -5.448740 -0.022 -0.214 0.246
H 3.905178 0.107643 -6.510794 -0.101 0.199 -0.009
H 4.513172 1.605113 -7.195036 0.119 -0.005 0.117
H 2.909304 2.956628 -5.850272 -0.032 -0.052 0.275
H 2.188900 1.461671 -5.188468 0.007 -0.025 0.184
H 2.088766 1.853175 -6.901796 -0.026 -0.168 0.009
H 8.041514 0.842457 -4.583462 0.256 0.112 -0.133
H 9.324069 2.015153 -4.363102 -0.181 0.053 -0.211
H 7.477260 2.331282 -6.806381 0.002 -0.147 0.047
H 8.610194 0.975179 -6.836270 -0.319 0.291 0.277
H 10.469988 2.398472 -6.628567 0.230 -0.023 -0.679
H 9.524787 3.806276 -6.356228 -0.058 -0.290 0.007
H 8.376221 3.750285 -8.588376 -0.203 0.255 0.263
H 9.281236 2.317538 -8.984947 0.067 0.190 -0.182
H 10.132050 3.848503 -8.790918 0.166 0.174 -0.006
C -6.365622 3.452829 2.123863 0.471 0.367 0.942
C -5.399787 3.633105 3.360013 -1.097 -0.201 -0.318
C -4.224770 2.678841 3.381301 -0.191 -0.923 -0.699
C -4.626260 1.214006 3.889823 -0.008 1.678 0.059
P -3.260712 0.041540 3.921361 0.344 0.033 0.352
C -2.863477 -0.549645 2.265318 -0.282 0.640 0.249
C -1.519009 -1.275416 2.230581 -0.463 -0.369 -0.437
C -1.273159 -1.892058 0.838670 0.234 0.998 -0.203
C -2.228010 -2.977777 0.391114 0.247 -0.758 0.966
C -1.839975 0.892910 4.653770 0.318 0.242 -0.025
C -0.942300 0.044414 5.553499 1.238 0.039 0.265
C 0.363106 0.818209 5.950093 -0.508 -0.132 0.276
C 1.257303 -0.010617 6.852372 0.222 -0.556 -0.194
C -3.620384 -1.351111 5.033512 -0.481 0.561 0.118
C -4.869685 -2.211811 4.693015 0.982 -0.584 0.197
C -4.800717 -3.579018 5.420298 0.407 0.090 -0.301
C -5.696352 -4.660085 4.831980 -0.361 0.126 0.107
H -7.224773 4.119892 2.184594 0.019 0.088 0.167
H -6.783350 2.436023 2.111510 0.283 0.169 -0.129
H -5.875899 3.686170 1.169488 0.096 -0.278 0.287
H -5.948886 3.460985 4.304409 -0.116 0.234 -0.380
H -4.953370 4.635816 3.469567 -0.570 -0.123 -0.500
H -3.508949 3.245103 3.970098 0.616 -0.928 0.461
H -3.800998 2.599579 2.372530 0.099 -0.020 0.136
H -5.464570 0.833896 3.290076 0.265 0.030 0.013
H -5.011056 1.345130 4.915520 0.183 -0.315 -0.181
H -2.845927 0.375622 1.670604 0.197 -0.186 -0.139
H -3.700774 -1.166612 1.920859 0.098 -0.007 0.029
H -1.537813 -2.070543 2.984821 0.196 -0.069 -0.062
H -0.726470 -0.573731 2.497981 0.013 -0.042 -0.111
H -0.236834 -2.254212 0.817698 -0.197 -0.084 -0.071
H -1.341143 -1.096987 0.075662 0.233 0.000 0.288
H -3.271362 -2.657589 0.304019 0.191 0.112 -0.214
H -2.212994 -3.769591 1.161906 -0.134 0.028 -0.295
H -1.865694 -3.386403 -0.552930 -0.388 0.066 -0.108
H -2.231930 1.718520 5.260720 -0.112 -0.063 -0.125
H -1.242272 1.375386 3.860208 -0.255 -0.114 -0.009
H -0.581394 -0.886662 5.089517 -0.248 0.233 -0.201
H -1.480640 -0.282304 6.450856 0.124 0.211 0.005
H 0.124566 1.743119 6.494423 -0.252 0.031 -0.310
H 0.928413 1.093321 5.053335 -0.267 0.036 -0.068
H 2.213544 0.460916 7.060046 0.037 0.278 0.035
H 1.539332 -0.940416 6.352142 -0.097 -0.120 0.124
H 0.781429 -0.249187 7.803925 -0.055 -0.036 -0.001
H -3.727643 -0.852295 6.012323 0.010 -0.348 -0.135
H -2.666795 -1.906308 5.077204 -0.566 -0.122 -0.034
H -4.878166 -2.391672 3.614749 -0.100 -0.067 -0.072
H -5.807200 -1.712779 4.954030 0.188 0.142 -0.033
H -4.974669 -3.428120 6.493235 -0.161 -0.076 -0.208
H -3.794958 -4.020379 5.350817 0.057 0.538 0.028
H -5.379762 -4.953262 3.817871 -0.037 0.140 0.335
H -6.749519 -4.370177 4.790164 0.040 0.031 -0.008
H -5.624730 -5.523970 5.489117 -0.096 -0.240 -0.161
C 3.833245 3.486841 3.329799 0.814 0.143 0.007
C 4.105444 4.673491 4.275494 -1.677 -0.113 -0.348
C 3.621212 4.375576 5.711275 1.720 -0.382 -0.256
C 2.139618 4.442035 6.010628 0.039 -0.800 -0.723
P 1.629093 6.066300 6.404587 -1.376 0.792 0.773
C 1.804367 7.239003 5.073561 0.883 -0.259 -0.847
C 1.092610 6.898983 3.720343 -1.007 1.544 0.869
C 1.382735 8.038409 2.731569 1.169 -1.145 -0.788
C 1.104407 7.521355 1.301568 -0.798 1.127 0.213
C -0.131612 6.118089 6.813826 -0.978 -0.474 -0.651
C -1.131956 5.158424 6.024333 1.058 0.465 0.315
C -2.565241 5.640178 6.198462 -0.529 0.042 -0.072
C -2.911528 6.904172 5.375819 0.037 -0.377 0.152
C 2.459395 6.609346 7.927779 0.373 0.286 0.032
C 2.182894 5.691287 9.125257 -0.648 0.154 0.163
C 2.539390 6.354503 10.459517 0.309 -0.639 0.012
C 1.962059 5.579324 11.674540 0.630 0.211 -0.719
H 4.514939 2.683316 3.603559 -0.145 -0.304 0.126
H 4.117853 3.752834 2.315262 -0.079 0.171 -0.242
H 2.812852 3.096011 3.294408 -0.052 0.271 0.281
H 3.571848 5.550982 3.888578 0.074 -0.030 0.002
H 5.152661 4.952087 4.255821 0.222 -0.213 0.169
H 4.190462 5.029611 6.382693 -0.147 -0.133 0.157
H 3.954228 3.353460 5.934289 0.002 0.191 0.119
H 1.927696 3.809781 6.870893 -0.209 -0.003 0.165
H 1.539479 4.056463 5.176105 -0.038 0.062 0.014
H 2.877283 7.315163 4.848554 -0.051 -0.016 0.115
H 1.549578 8.221747 5.488132 -0.315 -0.122 -0.205
H 0.002026 7.010919 3.833567 0.165 -0.752 0.344
H 1.309387 5.902278 3.311638 0.102 0.292 0.271
H 2.441076 8.306834 2.841554 -0.027 0.056 -0.266
H 0.820329 8.951747 2.942182 -0.133 -0.242 0.079
H 0.011016 7.438810 1.176482 0.353 -0.304 0.010
H 1.586841 6.582441 1.037090 0.017 0.001 0.326
H 1.399776 8.270034 0.572888 0.199 0.050 -0.170
H -0.445463 7.153527 6.642111 0.135 -0.022 -0.084
H -0.226516 5.977882 7.883840 -0.172 -0.224 0.152
H -1.054940 4.135370 6.445409 0.220 0.461 -0.424
H -0.857508 5.160964 4.945064 -0.155 -0.342 0.642
H -2.778300 5.768411 7.274853 0.109 0.281 -0.337
H -3.244060 4.822377 5.915205 0.128 0.144 -0.175
H -2.760797 6.749609 4.297033 0.001 -0.193 0.258
H -2.261106 7.740682 5.650639 -0.274 0.032 0.068
H -3.965071 7.184708 5.513358 0.380 0.070 0.072
H 2.089517 7.616450 8.197287 0.053 -0.313 -0.375
H 3.534701 6.713104 7.742561 -0.125 0.019 -0.022
H 2.678888 4.715964 9.069904 0.056 0.197 -0.206
H 1.112060 5.492594 9.132042 -0.109 -0.226 0.131
H 2.223651 7.408985 10.496321 0.020 -0.332 -0.111
H 3.640395 6.329146 10.466409 -0.233 0.293 0.489
H 2.290215 6.097692 12.565264 -0.098 -0.045 0.374
H 2.345242 4.551024 11.714160 -0.068 0.247 -0.047
H 0.871876 5.535318 11.658343 0.037 0.107 -0.043
C -11.172466 -1.554424 -1.544359 0.144 -0.683 -0.627
C -9.820225 -1.573113 -0.855742 0.582 -0.598 0.511
C -8.870049 -2.762264 -1.205912 -0.476 0.819 0.782
C -8.330790 -2.691543 -2.639649 -0.830 0.255 0.561
P -6.647583 -3.319527 -2.741298 -0.030 -0.308 -0.408
C -5.556368 -2.239142 -1.781337 0.710 0.131 -0.378
C -5.717633 -0.726163 -1.982779 0.011 0.504 0.332
C -4.534426 0.111530 -1.392992 0.482 -0.831 -0.374
C -4.941843 1.153922 -0.404191 -0.853 0.422 0.657
C -6.501284 -4.958246 -2.016561 -0.347 -0.366 -0.065
C -7.362918 -6.042543 -2.733682 0.909 0.764 -0.452
C -7.031875 -7.441198 -2.307862 -0.117 -0.966 0.305
C -5.642611 -7.925773 -2.746801 0.060 0.103 0.633
C -6.062763 -3.473474 -4.452708 -0.465 0.142 -0.035
C -7.157984 -3.839462 -5.522406 0.331 0.282 0.525
C -6.549788 -4.176171 -6.879367 -0.492 0.097 -0.599
C -5.976504 -5.571041 -6.972532 0.960 -0.384 0.569
H -11.724892 -2.501129 -1.410267 0.219 0.362 0.194
H -11.042151 -1.456709 -2.626283 -0.073 0.162 -0.004
H -11.795640 -0.733587 -1.208729 -0.047 0.088 0.092
H -9.945093 -1.695891 0.220276 -0.281 0.294 0.138
H -9.278167 -0.626560 -0.989696 -0.129 -0.122 -0.114
H -9.431017 -3.676349 -0.987886 0.255 -0.133 -0.272
H -8.066727 -2.703003 -0.453032 -0.038 -0.127 -0.302
H -8.364334 -1.630175 -2.897888 0.492 0.020 -0.293
H -9.082030 -3.146943 -3.281573 0.447 -0.366 -0.398
H -4.551287 -2.538494 -2.138327 -0.163 -0.080 0.155
H -5.603788 -2.512240 -0.722221 -0.126 -0.037 -0.096
H -6.648896 -0.379749 -1.494341 0.253 -0.164 -0.345
H -5.783529 -0.499267 -3.052127 -0.199 -0.047 0.097
H -3.986798 0.617593 -2.192296 -0.044 -0.267 -0.125
H -3.807549 -0.553474 -0.907362 -0.057 -0.075 -0.223
H -5.646701 1.848911 -0.865956 -0.014 0.115 0.057
H -4.093188 1.744550 -0.036666 -0.105 -0.225 0.018
H -5.484527 0.691713 0.443387 0.314 0.257 -0.131
H -6.797845 -4.906859 -0.966653 0.088 0.036 0.084
H -5.412597 -5.161477 -2.058205 -0.443 -0.064 -0.069
H -7.150304 -6.022941 -3.819606 -0.275 0.253 0.432
H -8.428937 -5.870488 -2.569484 0.069 0.264 -0.074
H -7.771982 -8.056056 -2.816752 -0.089 -0.296 0.071
H -7.223843 -7.583645 -1.224189 0.337 0.038 -0.457
H -5.522010 -9.001434 -2.570241 -0.100 0.221 -0.049
H -4.860305 -7.421319 -2.159309 -0.060 -0.079 -0.287
H -5.471033 -7.735836 -3.812039 -0.034 0.040 0.149
H -5.210050 -4.164268 -4.392963 -0.072 0.060 -0.092
H -5.620057 -2.487811 -4.651217 -0.062 -0.162 -0.353
H -7.818990 -2.968906 -5.609152 0.018 -0.177 -0.050
H -7.782491 -4.696552 -5.223107 0.200 0.365 0.155
H -5.809022 -3.427276 -7.159333 0.091 0.051 0.029
H -7.335564 -4.139679 -7.648105 0.061 0.350 0.246
H -5.272355 -5.751740 -6.139116 -0.261 -0.069 -0.161
H -5.358065 -5.691595 -7.874320 -0.480 -0.079 0.120
H -6.765916 -6.336351 -6.927709 0.291 0.193 -0.132
C 2.522687 -3.193114 -0.176623 0.353 0.319 1.001
C 2.134444 -3.440172 -1.590602 -0.388 -1.226 -0.982
C 1.781476 -4.948509 -1.908342 0.604 0.614 -0.115
C 0.440617 -5.303472 -1.300021 -0.515 0.740 0.180
P -0.398279 -6.839565 -1.727181 -0.033 0.562 -0.451
C -1.884889 -6.929272 -0.735028 -0.323 -0.282 0.840
C -1.729254 -6.751525 0.807202 0.576 0.250 -0.223
C -3.026745 -7.041397 1.507042 -0.694 0.200 0.582
C -2.920387 -6.902039 3.049566 -0.349 0.443 -0.659
C -0.891882 -6.731129 -3.481814 0.713 -1.422 -1.089
C 0.195839 -7.313379 -4.514225 -0.416 0.870 0.678
C -0.087540 -6.868446 -5.937717 -0.270 -1.014 -1.212
C -1.425480 -7.386331 -6.560460 0.027 1.025 0.999
C 0.612193 -8.297051 -1.462315 0.232 -0.220 -0.816
C 0.984142 -8.619436 -0.014235 -0.267 0.660 -0.091
C 2.307511 -9.338146 0.105467 0.408 0.110 0.124
C 3.494190 -8.454212 -0.335093 0.041 -0.471 0.086
H 2.646534 -2.126929 0.011168 0.028 0.122 -0.006
H 3.479091 -3.648644 0.081297 -0.018 -0.132 -0.006
H 1.793714 -3.530073 0.556818 -0.143 -0.137 0.063
H 2.964025 -3.149146 -2.229124 0.117 -0.010 -0.223
H 1.282371 -2.820169 -1.886472 -0.101 -0.094 -0.020
H 2.555430 -5.628411 -1.518879 -0.047 0.292 -0.065
H 1.764950 -5.077836 -2.990312 -0.032 0.030 -0.093
H -0.302187 -4.554698 -1.653888 0.180 -0.170 0.225
H 0.543106 -5.164890 -0.216068 -0.384 -0.345 -0.091
H -2.275222 -7.944179 -0.906393 -0.084 0.195 -0.131
H -2.621345 -6.208520 -1.136454 0.328 -0.180 0.091
H -1.380796 -5.731291 1.045811 -0.224 -0.317 -0.169
H -1.002899 -7.416050 1.277409 0.272 -0.066 -0.518
H -3.374229 -8.052446 1.267191 0.133 0.009 -0.022
H -3.778699 -6.367873 1.071944 -0.145 -0.010 0.393
H -3.878023 -7.117775 3.526439 0.064 -0.088 -0.038
H -2.653377 -5.876413 3.333017 0.050 -0.120 -0.086
H -2.169468 -7.567582 3.469368 0.055 -0.097 -0.070
H -1.125826 -5.695928 -3.769752 -0.034 -0.138 0.408
H -1.813510 -7.326044 -3.632785 0.254 0.370 0.322
H 0.288498 -8.417504 -4.568570 -0.196 0.561 0.710
H 1.171580 -6.866643 -4.258380 -0.177 -0.472 0.060
H 0.699770 -7.368179 -6.520503 0.064 0.490 -0.062
H 0.030445 -5.782329 -6.063147 -0.200 -0.281 0.052
H -2.254109 -6.926755 -6.013442 -0.140 -0.173 0.090
H -1.562269 -8.472012 -6.531070 0.302 0.159 0.009
H -1.560724 -7.020772 -7.572605 0.272 -0.155 -0.258
H 1.535086 -8.066687 -2.014003 -0.112 -0.022 0.025
H 0.151294 -9.113419 -2.040201 0.041 0.022 0.370
H 0.213051 -9.198795 0.498019 -0.134 0.181 -0.143
H 1.077837 -7.640142 0.476273 -0.010 -0.285 0.342
H 2.231759 -10.293662 -0.423651 0.321 0.116 -0.129
H 2.417879 -9.593927 1.160285 0.174 -0.022 0.008
H 3.453572 -7.483377 0.179303 -0.087 -0.134 -0.284
H 3.554122 -8.327050 -1.423386 -0.169 0.188 0.212
H 4.453834 -8.893382 -0.058508 -0.111 -0.130 0.077
C -1.103169 1.231451 -4.008703 -0.399 -0.739 -0.209
C -0.345175 2.068221 -3.003288 0.149 -0.022 -0.211
C 0.038079 1.232559 -1.761398 -0.123 0.352 -1.279
N 1.357408 1.609112 -1.196829 -0.019 -0.083 0.841
C 1.373680 3.065495 -0.862887 0.066 0.043 0.437
C 2.574887 1.202909 -1.967541 -0.393 0.222 -0.875
C 3.631501 0.824649 -0.974938 0.450 -1.146 1.031
C 2.951382 0.788292 0.451261 -0.178 0.010 -0.900
C 1.459149 0.835603 0.084820 0.654 0.234 0.704
H -0.476329 0.461183 -4.474924 0.065 0.113 0.198
H -1.501975 1.833905 -4.830433 -0.092 -0.013 0.259
H -1.908717 0.678448 -3.502135 0.007 0.185 -0.310
H -0.979545 2.906268 -2.713481 0.135 0.086 0.165
H 0.512570 2.499136 -3.541375 0.081 -0.109 0.475
H 0.108423 0.164339 -2.009103 -0.159 0.217 0.016
H -0.684978 1.387911 -0.954263 0.049 -0.117 -0.092
H 0.459849 3.232370 -0.276005 0.277 0.255 -0.319
H 1.435409 3.656522 -1.779139 -0.098 -0.069 0.196
H 2.244699 3.270074 -0.229517 -0.125 -0.013 -0.269
H 2.949237 2.032878 -2.560700 -0.453 0.166 -0.277
H 2.295456 0.370457 -2.616975 -0.102 0.115 0.018
H 4.484408 1.486156 -1.102863 -0.022 0.202 0.602
H 3.996290 -0.172874 -1.224001 0.055 -0.063 0.053
H 3.335085 1.605678 1.060635 -0.399 0.047 0.053
H 3.062140 -0.139544 1.021002 0.604 0.176 -0.182
H 0.797781 1.327109 0.797108 -0.028 -0.129 0.200
H 1.098057 -0.184908 -0.100369 0.051 0.280 -0.110
C 3.052872 6.310530 -1.605829 -0.766 0.861 0.277
C 3.880723 5.330715 -2.401213 0.070 -0.225 0.846
O 3.614064 5.216250 -3.603051 -0.008 -0.458 -1.098
O 4.749187 4.699800 -1.742338 0.478 -0.584 -0.037
H 2.583912 5.874026 -0.721433 0.100 -0.350 -0.108
H 2.265111 6.751469 -2.225782 0.150 -0.024 0.086
H 3.665601 7.115041 -1.199800 0.189 0.054 -0.130
C -2.249826 -2.531806 -5.189323 0.778 -0.517 -0.438
C -2.223432 -3.012404 -3.740673 -1.906 -0.833 -0.391
O -2.991594 -4.021492 -3.526298 0.391 0.347 0.205
O -1.511236 -2.453234 -2.910725 0.889 0.471 0.730
H -3.210012 -2.668798 -5.694520 0.041 0.142 0.295
H -1.574986 -3.261586 -5.662902 -0.087 0.208 -0.264
H -1.814790 -1.548358 -5.377642 -0.198 -0.011 0.240
C 3.760602 -1.277154 3.883401 -0.538 0.650 -1.376
C 4.511393 -1.845054 5.075281 -0.883 -2.502 -0.810
O 4.377777 -3.115887 5.156142 0.411 1.412 0.536
O 5.124880 -1.027338 5.748415 0.685 0.621 1.139
H 3.591297 -2.066359 3.129383 -0.017 0.319 0.225
H 4.342915 -0.452104 3.439413 -0.180 -0.154 0.040
H 2.781885 -0.853850 4.173760 0.215 -0.145 0.045
C -1.589456 4.624103 1.329744 -0.507 -0.207 0.079
C -0.985619 3.300132 1.876477 1.159 1.983 0.560
O -1.306407 2.214945 1.377449 -0.757 -1.351 -0.726
O -0.128890 3.475050 2.782806 -0.224 -0.204 0.102
H -2.428356 4.476114 0.638404 0.247 -0.106 0.008
H -0.840510 5.275065 0.861354 -0.004 -0.386 0.060
H -1.972199 5.189749 2.182051 0.017 0.035 0.070
```
Forces are in eV/Å.

Values from the calculation:
Net charge: +2
Calculated total energy, eV: -167263.9175
LUMO energy, Ha: -0.12083
HOMO level, eV: -8.449
Multiplicity: 1
F_max, eV/Å: 2.8
Frontier orbital gap, eV: 5.16

Results of the Löwdin charge analysis, in e, for atoms 1 through 99: atom 1 (C): -0.109, atom 2 (C): -0.257, atom 3 (C): -0.259, atom 4 (C): -0.247, atom 5 (P): 0.993, atom 6 (C): -0.283, atom 7 (C): -0.262, atom 8 (C): -0.225, atom 9 (C): -0.075, atom 10 (C): -0.253, atom 11 (C): -0.226, atom 12 (C): -0.255, atom 13 (C): -0.096, atom 14 (C): -0.254, atom 15 (C): -0.262, atom 16 (C): -0.285, atom 17 (C): -0.078, atom 18 (H): 0.073, atom 19 (H): 0.076, atom 20 (H): 0.072, atom 21 (H): 0.117, atom 22 (H): 0.114, atom 23 (H): 0.088, atom 24 (H): 0.122, atom 25 (H): 0.099, atom 26 (H): 0.106, atom 27 (H): 0.096, atom 28 (H): 0.082, atom 29 (H): 0.126, atom 30 (H): 0.095, atom 31 (H): 0.105, atom 32 (H): 0.108, atom 33 (H): 0.062, atom 34 (H): 0.065, atom 35 (H): 0.064, atom 36 (H): 0.096, atom 37 (H): 0.074, atom 38 (H): 0.107, atom 39 (H): 0.086, atom 40 (H): 0.108, atom 41 (H): 0.108, atom 42 (H): 0.077, atom 43 (H): 0.048, atom 44 (H): 0.075, atom 45 (H): 0.097, atom 46 (H): 0.103, atom 47 (H): 0.100, atom 48 (H): 0.129, atom 49 (H): 0.119, atom 50 (H): 0.099, atom 51 (H): 0.066, atom 52 (H): 0.076, atom 53 (H): 0.070, atom 54 (C): -0.081, atom 55 (C): -0.247, atom 56 (C): -0.240, atom 57 (C): -0.233, atom 58 (P): 1.006, atom 59 (C): -0.266, atom 60 (C): -0.211, atom 61 (C): -0.239, atom 62 (C): -0.093, atom 63 (C): -0.258, atom 64 (C): -0.241, atom 65 (C): -0.255, atom 66 (C): -0.102, atom 67 (C): -0.267, atom 68 (C): -0.221, atom 69 (C): -0.264, atom 70 (C): -0.116, atom 71 (H): 0.066, atom 72 (H): 0.061, atom 73 (H): 0.067, atom 74 (H): 0.110, atom 75 (H): 0.104, atom 76 (H): 0.088, atom 77 (H): 0.089, atom 78 (H): 0.091, atom 79 (H): 0.106, atom 80 (H): 0.075, atom 81 (H): 0.086, atom 82 (H): 0.109, atom 83 (H): 0.109, atom 84 (H): 0.098, atom 85 (H): 0.104, atom 86 (H): 0.053, atom 87 (H): 0.066, atom 88 (H): 0.048, atom 89 (H): 0.099, atom 90 (H): 0.086, atom 91 (H): 0.108, atom 92 (H): 0.108, atom 93 (H): 0.091, atom 94 (H): 0.106, atom 95 (H): 0.076, atom 96 (H): 0.077, atom 97 (H): 0.077, atom 98 (H): 0.109, atom 99 (H): 0.092